Record 1
This record from the OMol25 dataset describes the molecule C7H15BN2 at a distorted geometry. The level of theory is ωB97M-V with the def2-TZVPD basis set.

```
25
Properties=species:S:1:pos:R:3:lowdin_charge:R:1
B -1.0602 1.4048 -0.1276 -0.433
C -2.6368 1.4024 -0.0171 -0.258
C 1.6263 1.2836 1.2398 -0.043
C 1.7301 1.0740 -1.3158 -0.056
C -1.7192 -1.4803 -1.2772 0.003
C -1.7610 -1.3121 1.3093 -0.023
C 1.2087 0.4127 0.0281 -0.344
C -0.8451 -1.0014 0.0536 -0.344
N -3.7858 1.5168 0.0822 0.074
N -0.2663 0.2733 -0.0476 0.029
H -0.6022 2.6029 -0.1259 0.084
H 1.0553 2.2188 1.1616 0.065
H 1.2489 0.8087 2.1894 0.092
H 2.7129 1.1744 1.3537 0.091
H 1.1852 0.5073 -2.1021 0.077
H 2.8565 1.1633 -1.3765 0.099
H 1.4075 2.1120 -1.6772 0.095
H -1.1124 -1.0915 -2.1393 0.079
H -1.8854 -2.5990 -1.1438 0.098
H -2.7150 -0.9877 -1.3969 0.078
H -1.0031 -1.1410 2.1352 0.095
H -1.9938 -2.4085 1.4017 0.099
H -2.6125 -0.6268 1.2841 0.058
H 1.7292 -0.5682 -0.0016 0.142
H 0.0292 -1.7070 0.2424 0.145
```

As for the energy: -409.8911 Ha. Its spin multiplicity is 3. As for the expectation value of S²: 2.013. The calculation puts the HOMO energy (alpha / beta) at -5.132 / -10.204 eV. The value obtained for the lowest unoccupied orbital energy (alpha / beta) is 0.479 / -3.635 eV. Its HOMO-LUMO gap (alpha / beta) is 5.61 / 6.57 eV.

---

Record 2
This record from the OMol25 dataset describes a cluster of 2 separate species, C7H15BN3O4 in total at a distorted geometry. The level of theory is ωB97M-V with the def2-TZVPD basis set.

```
30
Properties=species:S:1:pos:R:3:lowdin_charge:R:1
C 2.3735 1.2307 1.2350 -0.001
C 1.7075 0.8230 -0.0842 -0.496
O 1.5107 1.7150 -0.8906 0.042
N 1.3858 -0.4952 -0.3526 0.105
B -0.1638 -0.8023 -0.5421 -0.494
C -1.1944 0.3316 0.0696 -0.161
C -1.2237 0.4382 1.5456 -0.309
N -1.1993 1.5311 2.2096 0.059
C -0.5536 -0.9820 -2.1320 -0.654
O -1.6792 -1.5926 -2.3791 -0.193
O 0.1519 -0.5545 -3.0705 -0.069
C 2.0252 -1.4335 0.5041 -0.486
C 1.5889 -1.6898 1.9408 -0.024
O 2.9544 -2.0826 0.0889 0.088
H 3.3684 0.7677 1.2336 0.085
H 2.5394 2.3028 1.2136 0.074
H 1.8155 0.9056 2.1058 0.052
H -0.4060 -1.8848 -0.0299 0.114
H -1.1014 1.3237 -0.3943 0.081
H -2.2029 -0.0232 -0.2038 0.093
H -1.2744 -0.5242 2.0721 0.107
H -1.2277 1.2903 3.2018 0.019
H 1.1200 -2.6695 2.0140 0.083
H 0.9869 -0.9040 2.3849 0.044
H 2.5066 -1.7602 2.5309 0.080
N -2.7709 0.9586 -2.8574 0.289
H -3.6831 1.1189 -2.4407 0.134
H -2.7622 1.2828 -3.8203 0.137
H -2.0487 1.4442 -2.3196 0.124
H -2.5431 -0.0654 -2.8331 0.077
```

As for the energy: -765.8485 Ha. Its spin multiplicity is 1. The calculation puts the HOMO energy at -3.468 eV. The value obtained for the lowest unoccupied orbital energy is 2.314 eV. Its HOMO-LUMO gap is 5.78 eV. Its charge is -1.

---

Record 3
This record from the OMol25 dataset describes a cluster of 2 separate species, C7H15BrO4S in total at a distorted geometry. The level of theory is ωB97M-V with the def2-TZVPD basis set.

```
28
Properties=species:S:1:pos:R:3:lowdin_charge:R:1
C -1.9155 0.8025 -0.8273 -0.146
C -0.7231 1.0060 -1.9326 -0.661
Br -0.7890 -0.4474 -3.3649 0.563
C 0.7618 1.3013 -1.3536 -0.212
C 1.3987 0.2631 -0.2821 -0.260
C 1.4626 -1.3222 -0.7831 -0.187
C 0.2770 -2.2643 -0.1334 -0.218
S 0.4394 -2.1386 1.7272 0.834
O -0.9556 -2.0398 2.4085 -0.374
O 1.1018 -3.4421 2.3229 -0.377
O 1.4366 -0.7448 2.0246 -0.297
C 0.8322 0.4032 1.2689 -0.166
H -1.9544 -0.2479 -0.3160 0.077
H -1.7347 1.6074 0.0340 0.064
H -2.9559 1.0937 -1.3253 0.100
H -1.0361 1.9863 -2.5424 0.106
H 1.5240 1.4371 -2.2613 0.131
H 0.7306 2.3732 -0.8305 0.137
H 2.5507 0.5735 -0.1891 0.152
H 1.5833 -1.4342 -1.9508 0.098
H 2.4812 -1.7501 -0.3287 0.131
H -0.7930 -2.0729 -0.5625 0.094
H 0.5548 -3.3840 -0.4411 0.137
H -0.3211 0.2712 1.3780 0.089
H 1.2767 1.3714 1.7512 0.150
O -1.5144 2.0346 1.9424 -0.086
H -2.3696 2.4309 1.7178 0.055
H -1.3490 2.3329 2.8494 0.067
```

As for the energy: -3548.6977 Ha. Its spin multiplicity is 1. The calculation puts the HOMO energy at -10.202 eV. The value obtained for the lowest unoccupied orbital energy is 0.185 eV. Its HOMO-LUMO gap is 10.39 eV. The structure (SMILES) is C[C@H](Br)C[C@@H]1CCS(=O)(=O)OC1.O.

---

Record 4
This record from the OMol25 dataset describes a cluster of 2 separate species, C7H15IN in total at a distorted geometry. The level of theory is ωB97M-V with the def2-TZVPD basis set.

```
24
Properties=species:S:1:pos:R:3:lowdin_charge:R:1
C -1.1533 2.6387 -1.0940 0.040
C 0.0168 1.9890 -0.7938 -0.151
C 0.3167 -2.5899 -0.2798 -0.134
C 1.8575 1.2339 0.7471 0.027
C -0.8391 -1.7359 0.2651 -0.375
C -1.3274 -1.0278 -0.9357 -0.678
C 0.4244 1.6410 0.5108 -0.293
N -0.4840 1.4553 1.4626 0.209
I -3.0576 0.1729 -0.6898 1.012
H -1.2023 2.8966 -2.1116 0.076
H -1.8565 3.0278 -0.4699 0.032
H 0.7664 1.8181 -1.5621 0.133
H 0.9897 -3.1838 0.4457 0.103
H 1.1052 -1.9985 -0.8240 0.072
H -0.0378 -3.4097 -0.9964 0.106
H 2.1938 1.2428 1.8385 0.131
H 1.8736 0.1871 0.4058 0.108
H 2.5948 1.8240 0.3871 0.055
H -1.5022 -2.5793 0.5506 0.127
H -0.6587 -1.0674 1.0124 0.036
H -1.4202 -1.6841 -1.8151 0.068
H -0.4310 -0.2860 -1.2380 0.080
H -1.4905 1.3518 1.2686 0.054
H -0.2313 0.9036 2.3055 0.160
```

As for the energy: -627.8490 Ha. Its spin multiplicity is 1. The energy above the lowest of the compared OMol25 structures with the same formula, charge and spin comes out at 0.614 eV. The calculation puts the HOMO energy at -13.070 eV. The value obtained for the lowest unoccupied orbital energy is -5.087 eV. Its HOMO-LUMO gap is 7.98 eV. Its charge is +1.

---

Record 5
This record from the OMol25 dataset describes a structure of composition C7H15N. The level of theory is ωB97M-V with the def2-TZVPD basis set.

```
23
Properties=species:S:1:pos:R:3:lowdin_charge:R:1
C 1.1707 0.6460 0.1003 -0.313
C 1.3519 1.9955 0.7513 -0.108
C 1.5244 0.6140 -1.3670 -0.099
C -0.8396 0.5574 0.2308 -0.361
N -1.3836 1.2761 -0.6897 0.010
H 1.6245 -0.1593 0.6854 0.115
H -2.0992 1.8897 -0.3208 0.038
H -0.9442 0.6119 1.3133 0.130
H 1.1037 1.9777 1.8145 0.075
H 2.3919 2.3248 0.6539 0.080
H 0.8103 1.2366 -1.9145 0.075
H 1.4901 -0.3964 -1.7812 0.078
H 2.5292 1.0138 -1.5336 0.080
H 0.7171 2.7331 0.2541 0.079
C -0.6208 -2.2194 1.1777 -0.083
C -1.0837 -1.3532 0.0552 -0.277
C -1.8456 -1.6370 -0.9811 0.037
H -0.0457 -0.2973 -0.0636 0.081
H -1.0918 -3.2051 1.1328 0.080
H -0.8684 -1.7726 2.1460 0.080
H 0.4634 -2.3666 1.1622 0.076
H -2.1105 -0.8376 -1.6704 0.058
H -2.2440 -2.6321 -1.1554 0.068
```

As for the energy: -330.2608 Ha. Its spin multiplicity is 1. The energy above the lowest of the compared OMol25 structures with the same formula, charge and spin comes out at 5.635 eV. The calculation puts the HOMO energy at -7.250 eV. The value obtained for the lowest unoccupied orbital energy is 0.895 eV. Its HOMO-LUMO gap is 8.15 eV.

---

Record 6
This record from the OMol25 dataset describes the molecule C7H15N at a distorted geometry. The level of theory is ωB97M-V with the def2-TZVPD basis set.

```
23
Properties=species:S:1:pos:R:3:lowdin_charge:R:1
C 1.2821 -0.5277 -2.9504 -0.112
C 1.8686 -0.7026 -1.5165 -0.240
C 1.2953 0.3140 -0.4915 -0.213
C -0.1915 0.6626 -0.5607 -0.223
C -1.0445 -0.0666 0.4292 -0.096
C -1.3895 0.2664 1.6848 -0.400
C -2.1134 -0.7011 2.5876 -0.060
N -0.8879 1.4258 2.3199 0.074
H 2.0834 -0.7898 -3.6379 0.062
H 0.9946 0.5116 -3.1056 0.066
H 0.3784 -1.1096 -3.1130 0.065
H 1.7097 -1.6873 -1.0806 0.098
H 2.9296 -0.5027 -1.6272 0.091
H 1.4647 -0.1749 0.4738 0.102
H 1.9358 1.1987 -0.5282 0.103
H -0.3632 1.7462 -0.5676 0.106
H -0.6174 0.4477 -1.5486 0.092
H -1.5617 -0.9315 0.0185 0.104
H -1.4953 -1.4676 3.0488 0.075
H -2.5255 -0.0794 3.3905 0.071
H -2.9661 -1.1499 2.0817 0.074
H -0.5487 2.0824 1.6264 0.072
H -0.2375 1.2355 3.0666 0.086
```

As for the energy: -330.4322 Ha. Its spin multiplicity is 1. The energy above the lowest of the compared OMol25 structures with the same formula, charge and spin comes out at 0.971 eV. The calculation puts the HOMO energy at -8.136 eV. The value obtained for the lowest unoccupied orbital energy is 0.998 eV. Its HOMO-LUMO gap is 9.13 eV. The structure (SMILES) is CCCC/C=C(/C)N.

---

What did the sixth record say?
This record from the OMol25 dataset describes the molecule C7H15N at a distorted geometry. The level of theory is ωB97M-V with the def2-TZVPD basis set.

```
23
Properties=species:S:1:pos:R:3:lowdin_charge:R:1
C 1.2821 -0.5277 -2.9504 -0.112
C 1.8686 -0.7026 -1.5165 -0.240
C 1.2953 0.3140 -0.4915 -0.213
C -0.1915 0.6626 -0.5607 -0.223
C -1.0445 -0.0666 0.4292 -0.096
C -1.3895 0.2664 1.6848 -0.400
C -2.1134 -0.7011 2.5876 -0.060
N -0.8879 1.4258 2.3199 0.074
H 2.0834 -0.7898 -3.6379 0.062
H 0.9946 0.5116 -3.1056 0.066
H 0.3784 -1.1096 -3.1130 0.065
H 1.7097 -1.6873 -1.0806 0.098
H 2.9296 -0.5027 -1.6272 0.091
H 1.4647 -0.1749 0.4738 0.102
H 1.9358 1.1987 -0.5282 0.103
H -0.3632 1.7462 -0.5676 0.106
H -0.6174 0.4477 -1.5486 0.092
H -1.5617 -0.9315 0.0185 0.104
H -1.4953 -1.4676 3.0488 0.075
H -2.5255 -0.0794 3.3905 0.071
H -2.9661 -1.1499 2.0817 0.074
H -0.5487 2.0824 1.6264 0.072
H -0.2375 1.2355 3.0666 0.086
```

As for the energy: -330.4322 Ha. Its spin multiplicity is 1. The energy above the lowest of the compared OMol25 structures with the same formula, charge and spin comes out at 0.971 eV. The calculation puts the HOMO energy at -8.136 eV. The value obtained for the lowest unoccupied orbital energy is 0.998 eV. Its HOMO-LUMO gap is 9.13 eV. The structure (SMILES) is CCCC/C=C(/C)N.